2 unconnected molecules or ions with the total composition C14H16O at a distorted geometry. Source: OMol25; level of theory: ωB97M-V/def2-TZVPD.

ORCA input file:
```
! RIJCOSX wB97M-V def2-TZVPD def2/J DEFGRID3
* xyz 0 1
C -1.601 -0.334 3.309
C -2.044 0.065 1.937
C -1.319 0.935 1.158
C -1.563 1.160 -0.206
C -2.626 0.498 -0.773
O -3.019 0.577 -2.086
C -3.457 -0.287 0.013
C -3.195 -0.487 1.348
H -1.196 0.430 3.976
H -0.916 -1.183 3.258
H -2.443 -0.725 3.885
H -0.429 1.383 1.579
H -0.835 1.733 -0.771
H -2.450 1.185 -2.565
H -4.302 -0.792 -0.420
H -3.890 -1.011 1.999
C 2.308 -2.408 -1.131
C 2.315 -0.915 -1.024
C 2.794 -0.237 0.082
C 2.850 1.150 0.080
C 2.544 1.861 -1.058
C 1.980 1.184 -2.144
C 1.816 -0.184 -2.104
H 1.330 -2.862 -0.932
H 3.016 -2.944 -0.496
H 2.685 -2.737 -2.106
H 3.118 -0.777 0.967
H 3.095 1.649 1.010
H 2.539 2.941 -1.053
H 1.537 1.889 -2.834
H 1.357 -0.756 -2.900
*
```

Properties
Frontier orbital gap (eV): 9.0703
HOMO (eV): -8.32
SMILES: Cc1ccc(O)cc1.Cc1ccccc1

=====

2 unconnected molecules or ions with the total composition C14H16O at a distorted geometry. Source: OMol25; level of theory: ωB97M-V/def2-TZVPD.

ORCA input file:
```
! RIJCOSX wB97M-V def2-TZVPD def2/J DEFGRID3
* xyz 1 2
C -0.966 2.939 0.026
C -2.146 0.844 0.459
C -1.165 1.738 0.750
C -2.419 -0.198 1.355
C -1.631 -0.358 2.481
C -0.511 1.634 2.035
C -0.606 0.459 2.924
O -2.041 -1.456 3.324
H -2.728 0.918 -0.483
H -3.102 -1.157 1.171
H -1.071 2.747 -1.081
H 0.035 3.288 0.217
H 0.095 2.290 2.528
H -2.541 -2.030 2.983
H 0.281 0.084 3.609
H -1.752 3.677 0.455
C 1.431 0.699 -3.903
C 2.512 -0.820 -0.434
C 2.237 0.240 -1.385
C 2.191 -2.182 -0.690
C 1.442 -0.177 -2.543
C 1.174 -2.377 -1.546
C 0.808 -1.397 -2.502
H 3.149 -0.419 0.417
H 2.353 1.189 -0.971
H 2.612 -2.878 0.016
H 0.575 -3.335 -1.692
H 1.953 0.201 -4.714
H 1.974 1.618 -3.610
H -0.017 -1.728 -3.317
H 0.405 0.919 -4.266
*
```

Properties
Frontier orbital gap (spin up / spin down) (eV): 7.3596 / 3.7223
HOMO (spin up / spin down) (eV): -11.65 / -11.65

=====

2 unconnected molecules or ions with the total composition C14H16O at a distorted geometry. Source: OMol25; level of theory: ωB97M-V/def2-TZVPD.

ORCA input file:
```
! RIJCOSX wB97M-V def2-TZVPD def2/J DEFGRID3
* xyz 1 2
C 1.607 -3.873 0.408
C 0.495 -0.207 2.360
C -0.258 -1.349 2.560
C 1.585 -0.226 1.488
C 0.093 -2.545 1.929
C 1.897 -1.410 0.839
C 1.196 -2.595 1.080
H 0.315 0.673 2.963
H -1.054 -1.355 3.298
H 2.177 0.676 1.396
H -0.579 -3.397 1.997
H 2.771 -1.464 0.199
H 1.609 -4.707 1.109
H 2.607 -3.815 -0.018
H 0.916 -4.153 -0.389
C 1.239 1.035 -2.001
C -0.914 0.849 -0.677
C -0.066 1.561 -1.557
C -2.133 1.330 -0.318
C -2.574 2.554 -0.896
C -0.543 2.794 -2.120
C -1.745 3.307 -1.772
O -3.737 3.075 -0.597
H -0.580 -0.063 -0.203
H -2.777 0.706 0.291
H 1.902 1.059 -1.122
H 1.688 1.618 -2.800
H 0.079 3.272 -2.867
H -4.285 2.447 -0.101
H -2.124 4.227 -2.191
H 1.193 -0.022 -2.288
*
```

Properties
Frontier orbital gap (spin up / spin down) (eV): 8.3463 / 4.6249
HOMO (spin up / spin down) (eV): -11.84 / -11.84

=====

A molecular structure, C14H17BCeF6N6O at a distorted geometry. Source: OMol25; level of theory: ωB97M-V/def2-TZVPD.

ORCA input file:
```
! RIJCOSX wB97M-V def2-TZVPD def2/J DEFGRID3
* xyz 2 1
H -0.111 2.948 0.862
N 0.273 1.604 -0.737
B 0.907 0.600 -3.010
N 0.784 1.798 -2.022
C 1.045 3.101 -2.214
Ce -0.452 -0.595 0.101
H 1.440 3.435 -3.162
C 0.717 3.791 -1.048
H 0.809 4.849 -0.863
C 0.240 2.829 -0.150
H 1.322 0.963 -4.069
C -1.784 -2.465 0.834
H -1.928 -2.561 1.916
H -0.715 -2.721 0.594
H -2.383 -3.187 0.271
N -0.530 0.011 -3.122
N 1.818 -0.499 -2.390
N -1.215 -0.474 -1.998
N 1.506 -1.083 -1.160
C -1.329 -0.066 -4.192
C 2.956 -1.028 -2.862
H -0.951 0.288 -5.138
H 3.339 -0.694 -3.814
C -2.549 -0.625 -3.808
C 3.427 -1.974 -1.945
C -2.454 -0.875 -2.434
C 2.502 -1.978 -0.889
H -3.395 -0.823 -4.443
H 4.313 -2.572 -2.028
H -3.163 -1.299 -1.740
H 2.498 -2.544 0.030
H -2.222 -1.382 0.494
C -1.591 -0.445 4.182
C -0.353 0.040 3.468
O -0.167 -0.442 2.175
C -0.387 1.590 3.365
F -0.623 2.219 4.541
F 0.766 2.088 2.839
F -1.400 1.950 2.496
C 0.888 -0.403 4.301
F 0.878 0.167 5.543
F 0.865 -1.760 4.468
F 2.056 -0.097 3.697
H -2.483 -0.157 3.612
H -1.611 0.019 5.176
H -1.553 -1.538 4.273
*
```

Properties
Frontier orbital gap (spin up / spin down) (eV): 5.8207 / 5.8214
HOMO (spin up / spin down) (eV): -15.54 / -15.54

=====

A molecular structure, C14H17Cl2MnN at a distorted geometry. Source: OMol25; level of theory: ωB97M-V/def2-TZVPD.

ORCA input file:
```
! RIJCOSX wB97M-V def2-TZVPD def2/J DEFGRID3
* xyz -1 5
Mn -0.672 -0.695 0.663
Cl -2.385 -0.278 -0.645
Cl 0.014 0.108 2.653
C -1.374 -2.200 1.374
H -1.176 -2.289 2.450
H -2.325 -2.517 0.926
C 0.646 -1.910 -0.244
C -0.152 -2.789 0.485
H 0.927 -0.839 0.118
C -0.730 -3.959 -0.436
H 0.503 -3.395 1.133
C 0.348 -4.617 -1.290
H -1.209 -4.707 0.202
H -1.510 -3.517 -1.067
C 1.219 -3.617 -2.027
H 1.015 -5.204 -0.647
H -0.094 -5.325 -1.992
C 1.702 -2.489 -1.092
H 2.076 -4.089 -2.513
H 0.642 -3.139 -2.825
H 2.511 -2.941 -0.483
H 2.172 -1.658 -1.634
N 0.023 1.156 -0.004
C -0.086 2.316 0.120
C -0.162 3.722 0.346
C 0.650 4.578 -0.414
C 0.631 5.957 -0.172
C -0.206 6.489 0.813
C -1.026 5.638 1.560
C -1.009 4.257 1.332
H 1.298 4.153 -1.186
H 1.275 6.609 -0.755
H -0.217 7.569 1.005
H -1.678 6.040 2.334
H -1.640 3.579 1.914
*
```

Properties
Frontier orbital gap (spin up / spin down) (eV): 4.3113 / 4.8489
HOMO (spin up / spin down) (eV): -1.92 / -2.51

=====

C14H17Cl2N3O3S in the gas phase. Source: OMol25; level of theory: ωB97M-V/def2-TZVPD.

ORCA input file:
```
! RIJCOSX wB97M-V def2-TZVPD def2/J DEFGRID3
* xyz 0 1
C 4.704 1.113 1.160
C 3.655 0.030 1.377
O 2.997 -0.328 0.164
C 1.875 0.234 -0.289
C 1.315 -0.473 -1.368
C 0.146 -0.074 -1.978
Cl -0.527 -1.008 -3.253
C -0.507 1.070 -1.548
S -2.039 1.636 -2.311
O -1.829 1.713 -3.720
O -2.479 2.792 -1.594
N -3.160 0.441 -2.047
C -3.805 0.358 -0.760
C -2.867 0.001 0.401
C -2.255 -1.394 0.259
N -0.996 -1.521 0.952
C -0.046 -2.464 0.670
C 0.977 -2.251 1.546
N 0.680 -1.199 2.352
C -0.502 -0.790 1.979
C 0.034 1.792 -0.506
C 1.196 1.390 0.137
Cl 1.700 2.400 1.448
H 5.236 1.289 2.091
H 5.414 0.793 0.402
H 4.248 2.045 0.838
H 4.149 -0.898 1.681
H 2.929 0.298 2.146
H 1.832 -1.361 -1.694
H -2.927 -0.426 -2.502
H -4.219 1.351 -0.576
H -4.624 -0.361 -0.833
H -2.072 0.746 0.425
H -3.427 0.072 1.334
H -2.065 -1.615 -0.796
H -2.956 -2.149 0.638
H -0.180 -3.185 -0.110
H 1.902 -2.781 1.646
H -1.027 0.024 2.436
H -0.479 2.689 -0.194
*
```

Properties
Frontier orbital gap (eV): 9.3854
HOMO (eV): -8.90
SMILES: CCOc1cc(Cl)c(S(=O)(=O)NCCCn2ccnc2)cc1Cl

=====

A molecular structure, C14H17CoI2LuNO4S at a distorted geometry. Source: OMol25; level of theory: ωB97M-V/def2-TZVPD.

ORCA input file:
```
! RIJCOSX wB97M-V def2-TZVPD def2/J DEFGRID3
* xyz 4 5
I 4.130 -1.530 -0.236
I 3.445 0.956 0.472
Co -1.408 1.066 -0.815
Lu 0.549 0.133 0.534
S 0.395 1.073 -1.925
C -2.035 -0.560 -0.738
C 0.039 -2.201 0.654
C 0.326 0.097 -3.584
C 1.111 0.950 -4.582
C -1.126 -0.038 -4.019
C 0.990 -1.250 -3.357
C -1.022 2.082 0.578
C -2.629 2.013 -1.580
O -0.253 -3.310 0.806
O -2.484 -1.638 -0.875
O -0.955 3.008 1.295
O -3.398 2.642 -2.188
H 1.078 0.495 -5.587
H 2.151 1.073 -4.251
H 0.675 1.953 -4.638
H -1.159 -0.497 -5.018
H -1.596 0.946 -4.096
H -1.713 -0.633 -3.311
H 0.999 -1.808 -4.305
H 0.417 -1.846 -2.634
H 2.013 -1.129 -2.971
C -2.256 -0.120 2.723
C -0.970 0.032 3.425
C -0.796 0.206 4.813
C 0.577 0.113 5.081
C 1.226 -0.127 3.857
C 2.652 -0.448 3.669
N 0.283 -0.116 2.833
H -2.228 0.160 1.658
H -3.030 0.510 3.195
H -2.563 -1.180 2.691
H -1.626 0.370 5.495
H 1.094 0.173 6.030
H 3.224 0.418 3.312
H 3.070 -0.776 4.633
H 2.803 -1.263 2.955
*
```

Properties
Frontier orbital gap (spin up / spin down) (eV): 4.2571 / 2.8088
HOMO (spin up / spin down) (eV): -21.21 / -21.80

=====

Total energy (eV)
-16824.6849; -16812.7970; -16817.3267; -55677.8616; -72648.5691; -61286.1928; -122708.9254